{"formula": "C21H32N4O5S2", "method": "ωB97M-V/def2-TZVPD", "species": ["S", "S", "O", "O", "O", "O", "O", "N", "N", "N", "N", "C", "C", "C", "C", "C", "C", "C", "C", "C", "C", "C", "C", "C", "C", "C", "C", "C", "C", "C", "C", "C", "H", "H", "H", "H", "H", "H", "H", "H", "H", "H", "H", "H", "H", "H", "H", "H", "H", "H", "H", "H", "H", "H", "H", "H", "H", "H", "H", "H", "H", "H", "H", "H"], "coordinates": [[0.8852, -3.8975, 1.0425], [-2.1203, 1.3886, 2.6679], [2.2663, -3.7735, 1.4119], [2.6871, -0.1017, -0.5301], [2.5235, -5.1592, -2.2917], [0.1386, -5.0108, 1.5517], [0.9845, 3.3469, 2.6124], [0.8794, 1.1376, 2.1410], [0.6472, -3.8399, -0.6177], [1.0171, 1.4127, -0.6804], [-1.6736, 1.4892, -1.0722], [-1.9842, -1.2221, 1.9384], [0.0394, -2.3897, 1.5061], [1.9858, 0.7534, -0.0296], [-1.3411, -2.3882, 1.5743], [2.8813, -3.9573, -1.6390], [0.7784, -1.2525, 1.7494], [-2.0505, 3.7956, -0.2957], [0.1000, 5.1584, -0.2528], [0.5729, 1.0682, -2.0079], [-1.2558, -0.0634, 2.1841], [-1.7849, 2.8792, -1.4976], [-0.7657, 2.0923, 3.6480], [1.6144, -5.9056, -1.5150], [2.1436, 1.2049, 1.4247], [0.3350, -5.1085, -1.2511], [-1.4128, 5.1778, -0.4477], [0.1419, -0.0516, 2.0613], [-0.9041, 0.6505, -1.9779], [0.4396, 2.2735, 2.7586], [-2.9762, 0.9167, -0.8034], [1.6495, -3.0936, -1.3584], [2.9032, 0.5889, 1.9128], [0.4142, 2.0532, -0.1841], [-3.4734, 1.5092, -0.0388], [1.9357, -2.2138, -0.7845], [-1.8493, 5.8454, 0.2979], [-0.1800, -4.8950, -2.1930], [-0.5482, 1.4132, 4.4747], [-3.0581, -1.1859, 2.0372], [-3.1253, 3.9111, -0.1490], [-0.8447, 3.1736, -1.9616], [0.3549, 4.7716, 0.7317], [-1.8798, -3.2992, 1.3748], [3.3829, -4.1780, -0.6874], [-2.8540, -0.0988, -0.4294], [1.1936, 0.2431, -2.3621], [1.1913, -2.7787, -2.3020], [-1.6546, 5.5825, -1.4335], [-0.9682, -0.3713, -1.5923], [2.4671, 2.2502, 1.4530], [3.5698, -3.4384, -2.3069], [0.7266, 1.9230, -2.6750], [-0.3248, -5.6558, -0.5794], [-3.6153, 0.8876, -1.6993], [1.4007, -6.8135, -2.0820], [1.8506, -1.3330, 1.6914], [-1.6489, 3.3186, 0.6003], [0.5005, 6.1661, -0.3334], [2.0692, -6.1704, -0.5480], [0.5918, 4.5441, -1.0041], [-2.5765, 3.0057, -2.2546], [-1.3033, 0.6554, -3.0067], [-1.0894, 3.0587, 4.0293]], "multiplicity": 1, "total_energy_ha": -2211.030157, "smiles": "CCCCN(C)CCNC(=O)CN1C(=O)CSc2ccc(S(=O)(=O)N3CCOCC3)cc21", "e_above_lowest_kcal_mol": 3.26, "gap_ha": 0.3278}